1.
Formula: C40H104N22O13
Source: the OMol25 dataset
Level of theory: ωB97M-V/def2-TZVPD

Cartesian coordinates (Å):
C: -3.390 -2.591 -1.233
C: -4.310 -1.470 -0.603
C: -5.792 -1.743 -0.990
C: -6.483 -2.816 -0.250
C: -6.242 -2.545 1.313
C: -4.791 -2.367 1.772
N: -4.196 -1.264 0.881
O: -2.941 -0.872 1.404
C: -4.787 -1.855 3.236
C: -4.082 -3.813 1.719
C: -4.017 -0.102 -1.408
H: -3.866 -3.557 -1.403
H: -2.481 -2.693 -0.641
H: -3.037 -2.350 -2.236
H: -6.419 -0.852 -1.025
H: -5.798 -2.022 -2.044
H: -5.982 -3.725 -0.583
H: -7.544 -2.839 -0.501
H: -6.577 -3.469 1.784
H: -6.931 -1.767 1.642
H: -5.480 -2.306 3.947
H: -3.807 -2.017 3.685
H: -5.078 -0.821 3.423
H: -3.010 -3.746 1.903
H: -4.538 -4.545 2.386
H: -4.282 -4.252 0.742
H: -3.574 0.746 -0.885
H: -4.943 0.379 -1.725
H: -3.400 -0.212 -2.299
H: -3.245 -0.198 2.016
C: 3.265 0.077 1.295
C: 2.555 0.292 -0.045
C: 1.487 -0.798 -0.330
C: 0.102 -0.435 0.279
C: -0.318 0.998 -0.081
C: 0.801 2.119 0.382
N: 2.101 1.713 -0.269
O: 3.085 2.699 -0.130
C: 0.301 3.505 -0.343
C: 0.759 2.274 1.945
C: 3.522 0.075 -1.190
H: 3.409 -0.992 1.452
H: 2.800 0.361 2.239
H: 4.269 0.503 1.300
H: 1.346 -0.988 -1.394
H: 1.805 -1.704 0.186
H: 0.205 -0.626 1.347
H: -0.681 -1.121 -0.044
H: -1.231 1.354 0.397
H: -0.730 1.209 -1.068
H: 0.992 4.338 -0.207
H: 0.209 3.425 -1.426
H: -0.692 3.728 0.046
H: 0.462 3.307 2.127
H: -0.030 1.678 2.403
H: 1.727 2.014 2.374
H: 3.005 0.231 -2.137
H: 4.006 -0.900 -1.135
H: 4.380 0.737 -1.085
H: 3.002 2.956 0.792
C: -1.129 -3.748 -3.954
C: -0.855 -5.162 -3.324
C: -0.690 -6.100 -4.478
C: 0.695 -6.292 -5.109
C: 1.760 -6.388 -4.038
C: 1.700 -5.336 -2.941
N: 0.283 -5.174 -2.435
O: 0.173 -4.287 -1.362
C: 2.645 -5.705 -1.781
C: 2.243 -3.954 -3.489
C: -2.104 -5.533 -2.499
H: -0.352 -3.457 -4.662
H: -1.155 -3.011 -3.151
H: -2.142 -3.754 -4.356
H: -1.241 -7.034 -4.377
H: -1.316 -5.704 -5.277
H: 0.946 -5.362 -5.619
H: 0.685 -7.157 -5.772
H: 2.629 -6.114 -4.636
H: 1.875 -7.411 -3.680
H: 2.179 -6.461 -1.149
H: 3.626 -6.097 -2.048
H: 2.608 -4.851 -1.103
H: 2.027 -3.311 -2.636
H: 3.307 -4.000 -3.722
H: 1.742 -3.535 -4.361
H: -2.036 -6.558 -2.135
H: -2.992 -5.445 -3.126
H: -2.348 -5.001 -1.579
H: -0.139 -3.481 -1.780
C: -2.468 5.224 -1.760
O: -1.410 5.157 -2.382
N: -3.303 4.292 -1.642
N: -2.658 6.233 -0.916
H: -4.215 4.631 -1.372
H: -3.003 3.583 -2.296
H: -3.584 6.501 -0.614
H: -1.954 6.957 -0.935
C: 0.960 -1.814 3.619
O: 0.362 -0.840 4.057
N: 2.277 -1.948 3.540
N: 0.462 -2.936 3.198
H: 2.828 -1.169 3.871
H: 2.484 -2.833 3.100
H: -0.515 -2.782 2.991
H: 0.921 -3.798 2.941
C: -0.546 6.203 3.960
O: -0.613 7.309 4.467
N: -0.681 5.120 4.541
N: -0.567 5.904 2.739
H: -1.008 4.209 4.251
H: -0.656 5.332 5.528
H: -0.455 4.916 2.566
H: -0.569 6.603 2.010
C: 2.949 -4.833 1.825
O: 3.589 -3.915 1.364
N: 3.342 -5.630 2.814
N: 1.762 -5.096 1.449
H: 4.275 -5.506 3.181
H: 2.863 -6.500 2.999
H: 1.545 -5.086 0.462
H: 1.410 -5.861 2.007
C: 3.348 3.171 -3.691
O: 4.458 3.537 -3.329
N: 2.993 2.879 -4.881
N: 2.375 3.015 -2.762
H: 3.638 3.146 -5.610
H: 2.125 2.380 -5.018
H: 2.593 2.989 -1.776
H: 1.562 2.458 -2.982
C: 2.276 7.219 -0.192
O: 2.449 8.012 0.745
N: 3.227 6.680 -0.918
N: 1.055 6.810 -0.612
H: 4.041 7.093 -0.485
H: 3.121 5.973 -1.632
H: 0.935 6.362 -1.510
H: 0.273 7.249 -0.148
C: 6.914 1.325 -1.437
O: 7.731 0.748 -0.738
N: 6.249 2.387 -1.050
N: 6.704 1.106 -2.691
H: 5.628 2.840 -1.705
H: 6.396 2.780 -0.131
H: 6.966 0.328 -3.280
H: 6.178 1.810 -3.189
C: 4.778 3.305 3.589
O: 3.835 3.998 3.725
N: 5.077 2.171 4.204
N: 5.680 3.380 2.590
H: 5.528 1.516 3.581
H: 4.279 1.798 4.698
H: 6.439 2.714 2.570
H: 5.624 4.065 1.850
C: 0.288 -0.271 -4.604
O: 0.923 -1.186 -4.151
N: 0.477 0.137 -5.817
N: -0.596 0.506 -3.993
H: 0.013 0.965 -6.163
H: 1.252 -0.296 -6.299
H: -0.547 0.386 -2.992
H: -0.935 1.276 -4.551
C: -3.752 3.072 6.252
C: -3.872 2.032 5.039
C: -2.603 1.765 4.226
O: -2.034 2.890 3.569
C: -2.939 3.546 2.717
N: -4.117 0.765 5.631
H: -3.766 4.109 5.916
H: -2.915 2.898 6.928
H: -4.674 3.026 6.832
H: -4.695 2.355 4.400
H: -2.729 0.976 3.485
H: -1.769 1.254 4.708
H: -3.729 4.201 3.083
H: -3.262 2.966 1.851
H: -2.409 4.319 2.161
H: -3.991 0.013 4.969
H: -3.434 0.501 6.327

Cartesian forces, eV/Å:
0.0 0.5 0.2
0.6 1.4 -1.0
0.1 0.6 -1.0
1.1 0.2 2.1
-0.9 -1.6 -1.3
-0.1 0.1 -0.4
-1.9 -1.5 0.1
0.2 -0.4 -0.9
0.3 0.0 0.4
-0.6 1.3 -0.6
0.0 0.2 0.6
-0.2 0.0 0.7
0.0 -0.3 0.3
-0.2 0.6 -0.1
0.4 0.4 0.6
0.4 0.0 -0.3
-0.4 -0.6 0.4
0.1 -0.2 0.2
-0.2 0.1 0.4
0.3 0.3 0.0
-0.2 -0.9 -0.5
0.2 0.1 0.0
0.2 0.4 -0.9
0.0 0.0 0.0
0.0 0.4 0.5
0.4 0.1 -0.2
0.5 -0.5 0.8
-0.2 -0.5 -0.2
0.0 -0.4 0.0
0.4 0.3 0.1
0.5 -0.8 0.4
0.7 0.6 -0.5
-1.8 1.1 1.1
0.3 0.2 -0.6
1.0 1.7 1.5
-1.6 0.0 -2.3
-3.3 -1.4 0.2
0.1 -0.6 0.8
0.8 -1.8 0.8
0.0 0.2 -1.3
1.5 0.1 0.3
0.2 -0.1 -0.3
-0.5 0.4 -0.4
0.0 0.3 -0.2
0.4 0.1 -0.2
0.3 -0.2 -0.3
-0.3 0.6 0.2
0.0 -0.2 -0.1
0.0 -0.4 1.1
1.1 -0.5 -0.9
-0.2 -0.1 0.5
-0.1 -0.4 0.1
0.0 0.2 0.2
0.6 0.0 0.4
0.3 -0.3 -0.1
-0.2 0.4 0.3
0.2 -0.1 0.0
-0.4 -0.4 -0.1
-0.2 0.4 -0.3
0.5 0.5 0.6
0.6 0.2 1.2
-1.4 0.4 0.1
-0.7 -1.3 -2.1
-0.8 1.0 1.3
0.4 -0.5 -0.9
1.2 -0.8 -0.5
1.3 2.2 0.0
0.9 -2.1 -1.0
-1.7 0.0 1.0
-1.4 0.1 0.8
-0.5 -0.8 0.5
-0.3 0.0 -0.1
0.0 0.4 -0.1
0.3 -0.2 -0.2
0.5 -0.4 0.9
-0.1 0.4 -0.1
-0.2 -0.2 -0.7
0.1 0.3 -0.1
0.7 -0.4 0.6
0.0 0.1 0.3
-0.1 -0.6 -0.3
-0.1 0.6 -0.3
1.2 0.3 -0.2
0.6 0.7 -0.4
-0.1 -0.3 0.4
-0.2 -0.3 0.1
0.1 -0.3 -0.4
0.1 -0.1 -0.2
0.6 0.7 -0.3
-0.6 0.9 0.0
5.6 3.7 0.3
0.1 -0.4 -0.8
-3.4 -4.1 -0.5
-0.4 2.7 1.3
-0.4 -1.3 -0.3
-1.5 -0.6 0.0
0.3 0.1 0.1
-0.4 0.0 -0.2
1.8 2.0 1.6
-0.5 0.1 -0.5
1.3 0.8 0.6
-5.0 -2.4 -1.3
0.5 -0.8 -0.3
1.8 1.0 0.2
-0.2 -1.0 -0.1
-0.2 0.6 -0.1
-1.1 5.5 0.4
0.7 1.2 0.4
-0.1 -6.2 9.0
0.5 0.2 -8.9
0.1 0.3 -0.2
-0.2 -1.0 0.4
0.2 0.8 -1.0
0.3 -0.4 0.1
4.2 1.5 0.4
1.1 0.9 -0.4
1.5 -1.0 2.0
-5.9 -2.1 -1.5
-0.2 -0.1 0.0
0.4 0.2 0.1
-0.2 0.3 0.4
-0.9 -0.1 -0.8
0.4 0.3 5.2
1.3 0.6 -0.4
-0.7 -0.8 -4.6
-1.2 -0.1 0.1
-0.4 -0.4 -0.2
0.4 0.4 -0.5
0.4 0.2 -0.3
0.1 0.2 0.0
-2.2 1.3 1.3
0.0 -1.1 -1.1
2.5 0.4 0.2
-1.7 0.1 0.4
1.2 -0.9 -1.1
0.5 0.2 0.3
-0.3 0.2 0.2
0.1 -0.2 -0.4
2.7 -0.3 2.3
0.1 -1.0 0.7
-1.7 2.6 1.6
-1.3 -1.1 -5.6
-0.2 0.3 0.4
0.0 -0.2 -0.4
0.4 0.0 0.9
-0.1 -0.2 -0.1
1.3 -0.7 -2.6
-2.3 2.0 0.9
-0.6 -3.0 2.8
1.6 1.4 -2.4
-0.2 -0.3 0.6
0.2 -0.2 0.3
0.0 0.6 -0.2
0.0 0.1 0.5
0.2 0.4 0.5
0.6 -2.0 1.6
1.1 0.8 -4.4
-1.0 -0.2 1.7
0.4 -0.4 -0.4
-0.3 0.3 -0.3
-0.7 0.9 0.1
-0.3 0.2 1.2
-0.6 -0.2 -1.4
1.8 0.9 1.6
0.8 0.8 -0.7
-0.8 0.2 -0.1
0.7 1.4 -1.9
-1.3 -2.0 0.7
0.5 0.0 -0.2
0.1 -0.1 -0.3
0.0 -0.5 0.0
0.0 -0.2 0.0
-1.0 0.0 -0.7
0.0 0.6 1.2
-0.4 -0.8 1.0
-0.5 -0.9 0.4
0.7 0.0 0.2
-0.4 -0.1 -0.4
0.1 0.6 0.4

Output
Orbital gap (alpha / beta) in eV: 7.5 / 3.0
LUMO (alpha / beta) in eV: -2.38 / -6.86
Total charge: +1
E_HOMO (alpha / beta) in eV: -9.9 / -9.9
Molar mass in g mol⁻¹: 1101.4
⟨S²⟩: 0.75
Spin multiplicity: 2

Löwdin atomic charge list, values in e, 4 entries:
1 C -0.04
2 C -0.38
3 C -0.20
4 C -0.16

***

2.
Formula: C40H105N7O13
Source: the OMol25 dataset
Level of theory: ωB97M-V/def2-TZVPD

Cartesian coordinates (Å):
C: -1.211 3.575 23.259
C: 0.002 3.413 24.164
O: 0.271 4.516 25.051
H: -1.160 4.505 22.694
H: -2.086 3.789 23.874
H: -1.373 2.743 22.573
H: 0.871 3.121 23.574
H: -0.223 2.523 24.751
H: 1.120 4.379 25.477
C: 0.093 -9.642 21.044
C: 0.306 -10.624 19.926
O: -0.694 -10.412 18.913
H: -0.915 -9.660 21.459
H: 0.264 -8.613 20.728
H: 0.712 -9.839 21.919
H: 0.465 -11.672 20.178
H: 1.219 -10.364 19.390
H: -1.134 -11.261 18.834
C: 1.455 0.546 23.270
O: 1.521 -0.841 23.004
C: 0.314 -1.505 23.146
C: 0.426 -2.828 22.316
N: 1.100 -3.840 23.160
C: 1.362 -5.149 22.492
C: 2.415 -5.958 23.289
O: 2.239 -7.283 22.808
C: 2.884 -8.162 23.701
H: 2.503 0.816 23.137
H: 1.149 0.749 24.297
H: 0.789 1.055 22.573
H: -0.410 -0.822 22.702
H: -0.155 -1.691 24.112
H: 0.898 -2.770 21.335
H: -0.558 -3.233 22.078
H: 1.980 -3.437 23.448
H: 1.836 -4.871 21.551
H: 0.363 -5.574 22.391
H: 2.346 -5.808 24.366
H: 3.427 -5.706 22.970
H: 2.616 -7.940 24.734
H: 3.962 -8.294 23.607
H: 2.468 -9.161 23.568
C: 4.060 -6.459 19.268
O: 4.892 -6.014 18.259
C: 5.672 -4.934 18.665
C: 4.822 -3.734 19.172
N: 5.661 -2.572 19.475
C: 4.922 -1.445 19.952
C: 5.902 -0.420 20.421
O: 5.368 0.862 20.808
C: 4.328 1.345 20.119
H: 4.516 -6.849 20.178
H: 3.519 -7.276 18.790
H: 3.271 -5.749 19.514
H: 6.339 -4.737 17.826
H: 6.467 -5.142 19.380
H: 4.246 -3.983 20.063
H: 4.133 -3.451 18.376
H: 6.006 -2.340 18.555
H: 4.276 -1.765 20.768
H: 4.439 -1.103 19.036
H: 6.613 -0.175 19.632
H: 6.556 -0.769 21.221
H: 4.406 1.315 19.032
H: 4.122 2.391 20.344
H: 3.401 0.810 20.325
C: 4.304 -2.575 24.033
O: 3.405 -3.419 24.702
C: 2.830 -2.799 25.812
C: 1.988 -3.767 26.571
N: 0.648 -4.020 26.060
C: -0.293 -3.023 26.562
C: -1.785 -3.390 26.266
O: -1.920 -3.424 24.876
C: -3.312 -3.282 24.417
H: 4.929 -2.038 24.747
H: 3.905 -1.780 23.403
H: 4.979 -3.079 23.341
H: 2.248 -1.956 25.441
H: 3.517 -2.284 26.484
H: 2.040 -3.507 27.628
H: 2.534 -4.709 26.513
H: 0.476 -4.127 25.071
H: -0.044 -2.041 26.160
H: -0.212 -2.953 27.646
H: -2.458 -2.636 26.673
H: -1.986 -4.404 26.610
H: -3.412 -3.196 23.335
H: -3.869 -2.477 24.897
H: -3.772 -4.264 24.528
C: -3.310 -6.682 27.077
O: -2.710 -7.796 26.437
C: -1.478 -7.436 25.734
C: -0.218 -7.623 26.442
N: -0.041 -6.595 27.449
C: 1.062 -6.835 28.335
C: 0.933 -5.883 29.590
O: 1.862 -6.273 30.553
C: 1.553 -7.478 31.187
H: -2.645 -6.110 27.723
H: -4.219 -6.898 27.638
H: -3.632 -6.009 26.282
H: -1.573 -6.442 25.296
H: -1.420 -8.030 24.821
H: 0.730 -7.525 25.913
H: -0.180 -8.618 26.886
H: 0.148 -5.735 26.955
H: 2.015 -6.580 27.873
H: 0.997 -7.856 28.711
H: -0.054 -5.904 30.051
H: 1.111 -4.828 29.383
H: 1.479 -8.351 30.539
H: 0.763 -7.371 31.930
H: 2.402 -7.739 31.818
C: -5.460 -4.557 19.296
C: -5.296 -5.935 19.728
C: -4.595 -6.100 21.161
O: -3.284 -5.596 20.976
C: -2.423 -5.879 22.092
N: -6.592 -6.630 19.658
H: -6.028 -4.456 18.371
H: -4.546 -3.965 19.267
H: -6.089 -4.036 20.018
H: -4.584 -6.396 19.042
H: -4.565 -7.161 21.408
H: -4.996 -5.636 22.062
H: -2.741 -5.620 23.102
H: -1.563 -5.252 21.857
H: -2.072 -6.904 21.974
H: -6.715 -7.338 20.368
H: -6.779 -7.159 18.818
C: 5.545 -7.463 28.524
C: 5.409 -8.756 27.737
C: 6.056 -8.677 26.366
O: 5.512 -7.572 25.575
C: 6.206 -7.076 24.500
N: 5.932 -9.885 28.598
H: 6.523 -6.988 28.600
H: 5.249 -7.624 29.561
H: 4.781 -6.804 28.111
H: 4.391 -9.064 27.500
H: 5.835 -9.598 25.827
H: 7.132 -8.513 26.422
H: 5.596 -6.338 23.979
H: 6.330 -7.784 23.680
H: 7.201 -6.701 24.741
H: 6.935 -9.774 28.623
H: 5.809 -10.712 28.032
C: 4.017 2.147 27.076
C: 2.622 2.655 26.661
C: 1.459 2.254 27.501
O: 1.195 0.862 27.321
C: 0.210 0.211 28.180
N: 2.695 4.156 26.529
H: 4.050 1.082 27.306
H: 4.375 2.753 27.908
H: 4.594 2.331 26.170
H: 2.518 2.207 25.672
H: 0.554 2.646 27.036
H: 1.610 2.475 28.558
H: 0.149 -0.811 27.806
H: -0.752 0.718 28.103
H: 0.550 0.203 29.216
H: 2.752 4.631 27.419
H: 3.454 4.388 25.905

Cartesian forces, eV/Å:
0.0 1.7 0.5
0.0 -0.5 0.5
-1.5 -0.4 -1.6
0.4 0.0 -0.4
-0.2 -0.6 0.1
0.1 -0.1 0.3
0.3 0.4 -0.1
0.1 -0.2 0.4
0.7 0.0 0.4
-0.2 0.0 1.0
0.7 1.1 -1.2
-0.3 -0.9 0.3
-0.3 -0.2 -0.3
0.2 -0.1 -0.1
0.4 0.0 -0.2
-0.6 -0.1 0.4
0.4 0.1 0.3
-0.3 0.2 -0.3
0.9 -0.8 0.2
0.8 0.0 0.9
-1.2 -0.7 -2.6
-0.5 -0.8 1.4
-0.2 0.0 -0.3
0.7 2.5 1.0
-0.9 0.2 -1.9
0.2 -0.5 1.2
-0.8 -1.4 0.2
-0.2 0.8 0.0
-0.1 0.0 0.1
0.0 0.1 -0.2
-0.6 -0.2 -0.6
0.9 -0.2 0.6
0.4 0.8 -0.1
-0.4 0.2 0.2
0.2 -0.1 0.1
-0.3 -0.7 -0.7
0.5 -0.8 -0.2
-0.3 -0.4 0.1
0.1 0.7 0.2
0.3 0.4 0.2
0.1 0.6 -0.2
-0.1 -0.1 -0.4
-1.8 -1.3 -0.4
0.8 0.2 0.1
0.7 1.2 0.1
0.7 0.1 -0.3
1.1 -2.0 -0.3
0.0 0.0 -0.4
0.7 1.7 -0.1
2.1 -1.2 1.8
-2.4 0.7 -1.4
0.5 0.2 0.0
-0.1 -0.3 0.3
0.1 0.3 0.3
-0.5 0.8 -0.6
-0.4 -0.6 1.0
0.1 -0.1 0.0
-0.6 -0.2 -0.1
0.6 0.4 0.1
-0.4 0.2 -0.2
-1.2 0.7 0.6
0.1 -0.3 -0.6
-0.5 -0.1 0.3
0.5 -0.1 -0.5
0.4 0.1 0.4
-0.4 -0.2 0.2
1.2 0.9 -0.3
1.0 -0.4 -0.5
-0.7 1.6 0.0
0.4 -1.1 -0.9
-1.3 0.3 2.1
-1.0 -0.6 0.0
1.6 0.1 -0.2
-1.7 1.0 -2.2
1.1 -1.3 0.1
0.2 -0.1 0.2
-1.0 0.0 0.1
-0.1 -0.8 0.3
-0.6 0.2 -0.1
0.8 -0.4 0.0
-0.7 0.1 0.0
0.2 -0.3 0.1
1.0 0.1 -0.6
-0.3 0.3 -0.1
0.1 -0.1 0.2
0.0 0.0 0.4
-0.1 0.2 0.7
0.9 0.6 -0.1
0.2 -0.1 0.2
-0.5 0.0 0.8
0.0 0.8 -0.7
1.2 0.0 0.2
-1.8 -0.2 -1.9
1.6 0.3 1.9
-0.9 -0.2 1.1
-0.9 1.6 1.3
-0.2 -0.8 -0.6
0.9 0.0 0.4
1.1 -0.3 1.1
0.3 -0.3 0.1
0.2 -0.8 0.0
-0.1 0.4 -0.1
0.0 0.5 0.4
-0.4 -0.6 0.0
-0.3 -0.6 -1.6
-0.2 -0.1 0.3
-0.1 0.5 -0.2
0.5 -0.5 0.0
0.3 0.0 -0.3
-0.5 -0.3 -0.3
0.3 -0.1 -0.4
-0.6 0.1 -0.2
-0.7 -0.1 -0.4
0.4 0.2 0.0
-0.8 2.6 0.3
0.6 -2.1 1.3
0.1 0.0 -1.5
-0.3 0.0 1.1
0.9 0.4 -1.8
-0.5 -0.3 0.6
0.3 -0.2 -0.3
0.2 -0.3 -0.3
-0.2 0.1 0.2
0.3 -0.4 0.1
0.1 -0.4 -0.2
-0.8 0.5 -0.3
-0.6 -0.2 -0.1
0.1 0.0 0.3
-0.2 -0.3 0.6
0.2 0.1 0.4
0.4 0.4 -0.5
-1.5 0.0 0.3
0.8 -0.5 0.7
0.2 1.1 -1.4
-1.0 -0.9 2.1
0.5 -0.3 -1.3
-0.2 0.7 -1.4
0.1 -0.2 -0.7
-0.1 -0.2 0.0
0.4 0.6 0.0
-0.4 0.6 0.5
0.2 -0.3 -0.2
0.3 -0.2 0.2
0.0 0.6 0.6
0.3 -0.8 0.0
0.0 0.3 0.2
0.4 0.1 0.3
-0.1 -0.6 0.1
-0.8 0.2 -0.1
1.7 0.6 0.0
-1.6 -1.2 -0.4
0.4 -1.5 0.5
1.3 1.0 -0.9
-1.1 -1.4 -0.6
0.0 0.0 0.0
0.3 -0.2 0.1
0.6 -0.1 0.3
-0.7 0.4 -0.2
-0.1 1.3 0.7
-0.2 0.3 0.1
-0.1 0.3 0.1
-0.2 0.0 0.0
0.0 0.0 0.1
0.3 -0.1 0.0
0.2 0.2 0.3

Output
Orbital gap (alpha / beta) in eV: 1.3 / 8.4
LUMO (alpha / beta) in eV: 2.10 / 2.04
Total charge: -1
E_HOMO (alpha / beta) in eV: 0.8 / -6.3
Molar mass in g mol⁻¹: 892.3
⟨S²⟩: 0.75
Spin multiplicity: 2

Löwdin atomic charge list, values in e, 4 entries:
1 C -0.11
2 C -0.35
3 O -0.10
4 H 0.07